(1)
Here is a structure of composition C14H14BrN2O12P2V at a distorted geometry from the OMol25 dataset. Energies are from ωB97M-V/def2-TZVPD.

Element x y z (Å)
V: 0.17890 0.78105 0.24155
O: 0.92360 4.50985 0.00675
C: 0.55200 3.37285 -0.23065
O: 1.23910 2.29685 -0.13315
C: -0.83010 3.07095 -0.79975
C: -1.71300 3.88645 -1.48405
C: -2.79700 3.30385 -2.13815
C: -2.95560 1.92175 -2.10845
C: -2.03630 1.16905 -1.39505
N: -1.02530 1.74815 -0.73825
C: -1.87900 -0.33095 -1.33965
O: -2.73370 -1.10455 -1.73775
O: -0.71050 -0.65875 -0.89645
H: -1.53560 4.94915 -1.52245
H: -3.48430 3.91525 -2.70485
H: -3.75570 1.42985 -2.64205
C: -0.44440 -1.82495 4.21515
C: 0.31370 -0.78345 3.43485
O: 1.39980 -0.24855 4.16975
P: 1.10740 -1.38415 1.88585
O: 0.22160 -2.28495 0.95965
O: 2.17090 -2.49185 2.37935
O: 1.81120 -0.25815 1.23725
P: -0.76040 0.55895 2.76165
O: -1.87210 0.78965 3.92725
O: -1.43970 -0.03825 1.57625
O: 0.07250 1.77945 2.58165
H: 0.12140 -2.75505 4.27665
H: -1.39470 -1.99385 3.71045
H: -0.63110 -1.45035 5.22255
H: 1.52060 0.65475 3.82485
H: -0.25480 -1.75915 0.25505
H: 2.82640 -2.06995 2.93775
H: -1.53760 1.41795 4.56455
O: 1.18240 -3.43075 -4.31285
C: 1.41880 -2.41215 -3.44795
C: 2.10550 -2.58795 -2.24805
C: 2.32900 -1.48655 -1.44425
N: 1.92090 -0.25845 -1.74685
C: 1.27520 -0.11875 -2.88655
Br: 0.80970 1.66425 -3.32835
C: 0.98940 -1.12835 -3.78205
H: 1.52510 -4.25565 -3.94595
H: 2.46830 -3.56295 -1.95025
H: 2.86730 -1.58475 -0.51335
H: 0.44020 -0.95675 -4.69175

HOMO-LUMO gap (alpha / beta) = 6.08 / 8.84 eV
LUMO level (alpha / beta) = 2.51 / 2.51 eV
net charge = -1
expectation value of S² = 3.77
HOMO energy (alpha / beta) = -3.57 / -6.33 eV
multiplicity = 4

=====

(2)
Here is a structure of composition C24H26N4O2PtS from the OMol25 dataset. Energies are from ωB97M-V/def2-TZVPD.

Element x y z (Å)
Pt: 1.12637 -0.45560 0.48308
C: -1.99561 1.94919 -1.18669
C: -2.04494 2.98780 -0.27108
C: -1.19585 2.99073 0.82440
C: -0.27419 1.96538 0.99852
C: -0.20607 0.96048 0.03321
C: -1.07311 0.91645 -1.03521
C: 0.59983 1.82582 2.16113
C: 0.65338 2.73218 3.22740
C: 1.50819 2.49121 4.26325
C: 2.35715 1.36638 4.24456
C: 3.28517 1.10527 5.27872
C: 4.11981 0.02893 5.20282
C: 4.06567 -0.82225 4.08101
C: 3.17168 -0.60557 3.06632
C: 2.28871 0.48749 3.13924
N: 1.37062 0.73807 2.14361
H: -2.68375 1.93024 -2.02143
H: -2.76491 3.78450 -0.39481
H: -1.27113 3.78627 1.55253
H: -1.06949 0.09538 -1.73242
H: 0.01764 3.60368 3.22368
H: 1.55441 3.17177 5.10440
H: 3.32483 1.78225 6.12231
H: 4.83320 -0.16701 5.99090
H: 4.74868 -1.65852 4.01426
H: 3.16453 -1.26872 2.21275
O: -1.68964 -0.34646 2.64303
C: -1.07734 -1.36072 2.51768
C: -1.20351 -2.68648 3.26267
C: 0.01958 -3.53581 2.85709
C: 0.72138 -2.67079 1.85415
O: 1.81616 -2.74805 1.29908
N: -0.03090 -1.57218 1.59342
H: -2.15291 -3.14589 2.98986
H: -1.24330 -2.47304 4.32954
H: -0.24375 -4.49218 2.40563
H: 0.69631 -3.74710 3.68471
C: -0.71755 -2.99198 -2.02243
N: -0.44033 -1.92531 -2.98954
C: -1.57018 -1.58311 -3.86373
C: 0.66564 -1.19308 -2.93420
S: 1.71598 -1.33072 -1.52223
N: 1.09231 -0.45752 -3.95060
C: 0.83961 -0.83019 -5.35173
C: 2.07955 0.61799 -3.77389
H: -1.34708 -3.73189 -2.51129
H: -1.24778 -2.59198 -1.15493
H: 0.20344 -3.47119 -1.70404
H: -2.48105 -1.66530 -3.27117
H: -1.64583 -2.26288 -4.71097
H: -1.47379 -0.56159 -4.21920
H: 0.48631 -1.85438 -5.41083
H: 1.78913 -0.76538 -5.88036
H: 0.12758 -0.15686 -5.82622
H: 1.87773 1.16780 -2.85999
H: 1.98107 1.28968 -4.62297
H: 3.09341 0.21767 -3.75475

HOMO-LUMO gap = 6.29 eV
LUMO level = -8.16 eV
net charge = +2
HOMO energy = -14.45 eV

=====

(3)
Here is a structure of composition C2H12NO3S at a distorted geometry from the OMol25 dataset. Energies are from ωB97M-V/def2-TZVPD.

Element x y z (Å)
C: -0.13372 -0.61333 0.18875
C: -1.10876 0.66150 -0.13718
S: -0.37893 2.23926 -0.23697
N: -0.27841 -2.11647 -0.85666
H: 0.92877 -0.38393 0.39910
H: -0.65344 -1.04355 1.02910
H: -1.49900 0.42973 -1.07638
H: -1.92797 0.57636 0.53465
H: -1.23566 -2.03144 -1.15858
H: 0.20215 -1.02137 -0.90472
H: 0.88077 -0.57292 -2.33389
H: 1.03887 0.95842 -2.08540
O: 1.29845 0.22627 -2.68235
H: 0.16211 2.41519 3.03896
H: 0.35453 1.65052 1.78822
O: 0.77686 1.78606 2.65072
H: 0.46660 -3.33024 1.73750
H: -0.03169 -3.64161 0.12583
O: 0.02227 -3.92571 1.07967

HOMO-LUMO gap (alpha / beta) = 10.33 / 6.73 eV
LUMO level (alpha / beta) = 0.22 / -3.37 eV
net charge = 0
expectation value of S² = 0.75
HOMO energy (alpha / beta) = -10.11 / -10.09 eV
multiplicity = 2

=====

(4)
Here is a cluster of 2 separate species, C4HF6NO2S in total at a distorted geometry from the OMol25 dataset. Energies are from ωB97M-V/def2-TZVPD.

Element x y z (Å)
C: 0.27536 0.81392 0.53343
C: 1.86179 -1.26873 0.07992
C: 1.31398 2.62843 0.39979
C: 3.24791 -0.75916 -0.36479
N: -0.82644 0.86549 0.00615
O: 1.33173 -2.21614 -0.39909
O: -0.00338 -1.36442 1.96476
F: 0.50824 3.58107 0.83963
F: 1.34338 2.78893 -0.92995
F: 2.46374 2.54779 1.00072
F: 3.03725 0.04860 -1.44813
F: 4.07361 -1.74543 -0.71634
F: 3.78391 -0.10564 0.69693
S: 1.02866 -0.47046 1.61000
H: -1.41007 0.39292 -0.62605

HOMO-LUMO gap = 8.17 eV
LUMO level = -0.94 eV
net charge = 0
HOMO energy = -9.11 eV

=====

(5)
Here is a cluster of 2 separate species, C10H16O in total at a distorted geometry from the OMol25 dataset. Energies are from ωB97M-V/def2-TZVPD.

Element x y z (Å)
C: 1.77644 -1.61976 0.37430
C: 0.90004 -2.94940 0.36344
C: 1.92402 -1.08102 1.73649
H: 2.81759 -1.73452 -0.15065
H: 1.12144 -0.93671 -0.35561
H: -0.23556 -2.76681 0.18009
H: 0.98783 -0.83176 2.22108
H: 2.42455 -1.76204 2.28540
H: 0.91760 -3.79238 1.20581
H: 1.07983 -3.49039 -0.63900
H: 2.43356 -0.06665 1.59203
C: 0.40634 2.90441 0.71636
C: -1.76371 1.35991 -1.99241
C: -2.00699 0.13755 -1.42711
C: -0.98499 2.28695 -1.39663
C: -0.34648 1.97758 -0.18542
C: -1.45790 -0.16445 -0.14805
C: -0.67599 0.77897 0.42072
O: -2.76557 -0.97896 -1.94071
H: -2.12511 1.56802 -2.99639
H: -1.01076 3.27003 -1.78962
H: -1.82848 -1.10787 0.41001
H: -2.92250 -1.03448 -2.92905
H: 0.56692 3.90085 0.31241
H: 1.40082 2.43467 0.75247
H: -0.47267 0.71748 1.50836
H: -0.16025 2.98079 1.87168

HOMO-LUMO gap (alpha / beta) = 2.32 / 8.01 eV
LUMO level (alpha / beta) = 3.41 / 3.41 eV
net charge = -1
expectation value of S² = 0.75
HOMO energy (alpha / beta) = 1.09 / -4.61 eV
multiplicity = 2

=====

(6)
Here is a cluster of 2 separate species, C3H8OS in total at a distorted geometry from the OMol25 dataset. Energies are from ωB97M-V/def2-TZVPD.

Element x y z (Å)
C: -1.08771 2.33459 1.07187
S: -0.84861 1.28552 -0.37785
H: -1.54729 3.18603 0.72580
H: -0.06157 2.58353 1.48801
H: -1.66888 1.96964 1.92324
H: -1.45214 0.15293 0.06719
C: 0.97243 -1.62929 0.35845
C: 1.14428 -1.58469 -0.99755
O: 0.20676 -2.04132 -1.88970
H: 1.56388 -0.92319 0.96547
H: 0.18166 -2.16148 0.82957
H: 2.01094 -1.10218 -1.42524
H: 0.58624 -2.07010 -2.73925

HOMO-LUMO gap = 9.24 eV
LUMO level = 0.85 eV
net charge = 0
HOMO energy = -8.40 eV